# 1
This record from the OMol25 dataset describes C15H35FInO3Si as an isolated structure. The level of theory is ωB97M-V/def2-TZVPD.

Geometry as XYZ:
```
56
Properties=species:S:1:pos:R:3:forces:R:3:mulliken_charge:R:1
C 3.136894 -3.183652 -1.420208 0.031 -0.049 -0.083 -1.135
Si 2.270334 -3.004215 0.273944 -0.058 -0.043 0.045 0.322
C 2.508662 -1.187319 0.802926 -0.065 0.084 -0.023 -0.896
C 3.306765 -4.050035 1.492747 0.002 -0.077 0.067 -1.177
In -0.252574 -3.648103 0.172760 0.189 0.058 -0.199 0.773
F -0.866324 -3.573052 2.126005 -0.035 -0.028 0.138 -0.726
H 3.141167 -2.234005 -1.964754 -0.044 -0.038 0.027 0.289
H 4.177071 -3.511858 -1.316397 -0.033 0.054 0.006 0.300
H 2.614102 -3.915024 -2.043622 0.074 0.010 0.010 0.299
H 1.608647 -0.846691 1.322406 0.095 0.035 0.041 0.376
H 3.371423 -1.035161 1.458494 -0.004 -0.031 -0.055 0.058
H 2.643085 -0.551699 -0.078325 -0.017 0.001 0.056 0.256
H 4.268412 -4.346518 1.059432 -0.036 0.037 0.002 0.311
H 2.770706 -4.957017 1.783087 0.071 0.016 0.000 0.309
H 3.517445 -3.486514 2.407436 -0.061 -0.026 -0.027 0.301
H -1.195226 -2.414246 -0.647334 -0.083 0.054 0.012 -0.294
H -0.565824 -5.284302 -0.422421 -0.013 -0.021 0.071 -0.364
C -4.165201 1.228753 -2.626446 0.010 -0.038 -0.053 -0.347
C -5.290337 0.202134 -2.755242 0.009 -0.022 0.030 -0.443
C -4.518568 -1.053293 -3.158569 -0.093 0.084 0.095 -0.485
O -3.244747 -0.942737 -2.545487 0.039 -0.100 -0.189 -0.352
C -3.048391 0.372414 -2.039854 -0.009 0.037 0.076 -0.173
H -4.416485 2.068802 -1.983687 -0.023 0.024 0.016 0.171
H -3.885078 1.604795 -3.614200 0.019 -0.016 0.001 0.304
H -5.765156 0.051023 -1.782639 -0.007 0.008 -0.004 0.159
H -6.062467 0.478968 -3.473700 0.014 -0.001 -0.012 0.357
H -4.404078 -1.116818 -4.248515 0.012 0.026 0.003 0.248
H -4.991815 -1.974131 -2.811380 0.001 -0.003 -0.021 0.277
H -3.106389 0.345540 -0.946880 0.009 0.006 0.002 0.009
H -2.046789 0.706737 -2.313287 -0.009 0.000 -0.019 0.293
C -5.070935 2.255255 2.715584 -0.016 0.002 -0.015 -0.606
C -5.849571 3.521794 2.359857 0.026 -0.006 -0.007 -0.567
C -5.245734 3.876313 1.005095 -0.033 -0.009 0.053 -0.486
O -4.887033 2.640553 0.395345 -0.010 0.005 -0.049 -0.273
C -4.948158 1.580294 1.355653 0.036 -0.008 0.015 -0.403
H -5.571294 1.624864 3.449128 -0.001 0.005 0.000 0.360
H -4.082848 2.512053 3.101678 0.003 0.002 -0.004 0.276
H -6.913011 3.296143 2.255098 -0.001 -0.006 -0.005 0.267
H -5.739106 4.323226 3.089808 0.003 -0.005 0.003 0.329
H -4.350125 4.496363 1.126019 0.006 -0.008 -0.003 0.291
H -5.940366 4.401518 0.346591 0.000 0.005 0.010 0.266
H -5.821266 0.953798 1.144300 -0.007 0.011 -0.004 0.249
H -4.053534 0.966801 1.254771 -0.001 -0.005 0.010 0.276
C 7.358100 1.307373 1.216070 -0.032 0.004 -0.004 -0.531
C 6.853913 1.897957 -0.100893 0.000 -0.020 0.003 -0.533
C 6.341014 0.650864 -0.815586 -0.017 0.075 0.016 -0.424
O 5.887553 -0.229761 0.204120 0.033 -0.115 -0.038 -0.320
C 6.309350 0.231747 1.482055 0.020 0.033 0.011 -0.486
H 7.425734 2.035611 2.023900 0.000 0.003 -0.005 0.321
H 8.342498 0.855016 1.076715 0.000 -0.007 -0.006 0.267
H 6.030901 2.589831 0.089135 -0.004 -0.001 0.000 0.271
H 7.620686 2.423531 -0.669696 0.006 -0.003 0.008 0.333
H 7.141746 0.166895 -1.387289 0.002 -0.005 0.010 0.250
H 5.510617 0.853938 -1.493654 0.007 0.003 -0.003 0.267
H 5.449028 0.643477 2.021334 -0.006 0.000 -0.009 0.287
H 6.692576 -0.618229 2.048575 0.003 0.009 0.004 0.296
```
Positions in Å, forces in eV/Å.

Its spin multiplicity is 1. The calculation puts the total energy at -38033.9711 eV. The calculation puts the HOMO-LUMO gap at 0.232 Eh. The HOMO energy is -3.789 eV. As for the net charge: -1.

# 2
This record from the OMol25 dataset describes C15H35FNO3Rb as an isolated structure in a non-equilibrium geometry. The level of theory is ωB97M-V/def2-TZVPD.

Geometry as XYZ:
```
56
Properties=species:S:1:pos:R:3:forces:R:3:mulliken_charge:R:1
Rb -11.754739 -14.810744 -6.427787 -1.110 -3.600 -0.737 0.982
F -11.253883 -12.796711 -5.963742 1.172 1.632 -0.563 -0.801
C -8.458506 -14.876622 -7.510636 0.622 -0.198 0.920 -1.353
C -8.353669 -13.387782 -7.843944 1.688 -0.122 0.584 1.708
C -9.416321 -13.139710 -8.838739 -1.778 1.536 -1.401 -0.815
C -9.514070 -11.645265 -9.207496 -0.792 -0.788 2.633 -1.129
C -9.895556 -10.997128 -7.805781 0.189 0.011 -1.198 -0.368
C -8.819409 -11.145728 -6.686778 -1.499 1.474 -0.460 1.792
N -8.449432 -12.536433 -6.601502 -0.761 -1.525 -1.016 0.773
O -7.647502 -12.950450 -5.492109 -0.759 0.337 -1.164 -0.555
C -7.729178 -10.142407 -6.994223 1.043 -0.234 0.356 -1.809
C -9.458476 -10.683980 -5.370744 1.336 -1.121 0.200 -2.997
C -7.014197 -13.183807 -8.592995 1.674 -0.371 1.083 -1.839
H -8.278121 -15.477300 -8.402120 -0.310 0.048 -0.040 0.444
H -9.412918 -15.123403 -7.045554 0.191 0.056 -0.345 -0.339
H -7.723491 -15.201102 -6.774038 0.189 0.175 0.016 0.436
H -9.350303 -13.739969 -9.746176 0.786 -0.322 0.059 0.480
H -10.404660 -13.409139 -8.466341 -0.122 -0.001 0.428 -0.298
H -10.340939 -11.500380 -9.902755 0.236 0.297 -0.254 0.406
H -8.564776 -11.248387 -9.567254 -0.274 0.069 -0.235 0.539
H -10.815561 -11.383444 -7.367103 0.236 -0.314 -0.597 -1.192
H -10.115338 -9.963310 -8.072278 0.381 0.413 0.713 0.597
H -7.077176 -10.048510 -6.125796 0.312 -0.094 0.028 0.436
H -7.121877 -10.473642 -7.836579 0.019 0.386 -0.215 0.353
H -8.148434 -9.144723 -7.124419 -0.013 -0.103 -0.338 0.375
H -8.627643 -10.599967 -4.670213 0.011 0.347 0.158 0.565
H -10.067908 -9.780556 -5.348021 1.019 0.285 -1.068 0.897
H -10.159552 -11.387023 -4.920949 1.706 -0.492 -1.024 0.885
H -6.779259 -12.319749 -9.214531 -0.957 0.012 -0.250 0.291
H -6.672160 -14.089385 -9.094035 -0.314 0.012 -0.396 0.444
H -6.239411 -13.059340 -7.836488 0.211 -0.133 0.412 0.392
H -6.736938 -12.769250 -5.736312 0.512 0.199 -0.055 0.335
C -13.276187 -10.632424 -8.380039 -0.972 0.554 0.885 -1.208
C -13.222840 -12.085679 -8.038793 0.830 0.685 1.101 2.980
C -14.476201 -12.686499 -7.411005 0.271 0.727 -1.076 -1.381
O -13.018704 -12.744823 -9.227732 -0.061 -2.438 -2.216 -0.676
H -13.501240 -10.167118 -7.420391 0.151 0.885 -0.235 0.139
H -14.094053 -10.466836 -9.081302 -0.266 0.045 0.106 0.454
H -12.398200 -10.211235 -8.869779 0.253 -0.246 0.403 0.271
H -12.397201 -12.322380 -7.367672 -0.114 0.515 0.063 -1.436
H -14.209931 -13.740716 -7.334658 -0.777 -0.144 0.242 0.265
H -15.238551 -12.508919 -8.169537 -0.415 -0.556 0.084 0.450
H -14.829192 -12.235298 -6.483705 0.448 -0.140 0.095 0.186
H -12.116843 -12.662379 -9.546243 0.044 0.249 0.181 0.323
C -13.128266 -9.799447 -4.479349 0.589 0.476 0.825 -1.745
C -11.941152 -10.748098 -4.419603 0.200 -0.321 0.464 1.666
C -10.887027 -10.287687 -3.335461 -0.512 0.436 0.795 -1.495
O -12.236309 -12.063740 -4.067522 -2.410 -0.059 3.164 -0.859
H -13.516757 -9.672025 -3.468940 -0.691 -0.353 -0.099 0.433
H -13.866193 -10.026083 -5.248893 -0.098 -0.278 0.330 0.242
H -12.745874 -8.799997 -4.686659 0.164 0.139 -0.358 0.320
H -11.542050 -10.864809 -5.427170 -0.472 0.849 0.358 -0.271
H -10.311723 -9.396020 -3.584564 -0.583 0.352 0.223 0.340
H -10.100101 -10.984564 -3.046979 -0.337 -0.571 -0.673 0.455
H -11.344215 -10.173729 -2.352558 -0.711 0.495 -0.132 0.453
H -12.071593 -12.706323 -4.761456 0.622 0.826 -0.762 0.458
```
Positions in Å, forces in eV/Å.

Its spin multiplicity is 1. The value obtained for the energy above the lowest of the compared OMol25 structures with the same formula, charge and spin is 2.128 eV. The calculation puts the total energy at -27123.4928 eV. The calculation puts the HOMO-LUMO gap at 0.279 Eh. The HOMO energy is -7.948 eV.

> What is the HOMO-LUMO gap in the second record?

0.279 Eh

> Number 2 is which compound?

C15H35FNO3Rb